Record 1
18
Properties=species:S:1:pos:R:3:forces:R:3:nbo_charge:R:1 method="wB97M-V/def2-TZVPD" charge=+1 orbital_gap_ev=9.127 multiplicity=1 smiles="C/C=C/CC[NH3+]"
C -1.2678 -1.9886 0.2126 -0.3 -2.7 -2.2 -0.70
C -0.8519 -1.0351 -0.8762 0.5 2.4 1.1 -0.13
C 0.3695 -0.5037 -1.2008 0.5 0.0 0.4 -0.23
C 0.5660 1.0026 -1.0383 -0.5 0.9 -2.4 -0.47
C 1.2421 1.4813 0.2608 -0.7 -2.4 0.9 -0.19
N 0.3435 0.8448 1.3577 -0.6 0.2 -0.7 -0.71
H -1.8189 -2.8305 -0.3015 0.4 0.4 0.9 0.26
H -2.0069 -1.5713 0.8883 0.0 0.5 0.0 0.24
H -0.4372 -2.4289 0.7805 -0.2 0.1 -0.3 0.23
H -1.6427 -0.3156 -1.1621 0.1 -0.1 0.8 0.19
H 1.2704 -1.0194 -1.5527 -0.1 -0.5 1.2 0.23
H 1.0644 1.4739 -1.9257 -0.2 -0.2 0.9 0.26
H -0.4526 1.3812 -0.9893 -0.2 0.6 -0.3 0.21
H 1.2276 2.5444 0.4907 0.5 -0.1 -0.6 0.25
H 2.1627 0.9189 0.4167 0.4 0.8 -0.1 0.23
H 0.0803 -0.0737 0.9534 0.2 -0.1 0.4 0.46
H -0.5379 1.3557 1.3730 -0.1 0.1 0.2 0.43
H 0.6894 0.7641 2.3128 0.3 0.1 -0.2 0.45

Record 2
18
Properties=species:S:1:pos:R:3:forces:R:3:nbo_charge:R:1 method="wB97M-V/def2-TZVPD" charge=+1 orbital_gap_ev=9.168 multiplicity=1
C 2.0668 0.5710 0.3670 1.2 0.6 0.8 -0.47
C 2.7472 -0.3737 -0.2688 1.1 -0.3 -0.8 -0.35
C -1.7865 0.9364 0.5746 -0.2 4.1 -0.9 -0.45
C -1.4237 -1.3631 0.3044 -0.9 -0.8 -3.3 -0.42
C -0.3263 0.2457 -1.1903 -0.8 -1.3 2.4 0.13
N -1.0716 -0.0540 -0.1666 0.5 0.9 -1.2 -0.23
H 1.5759 0.4705 1.3436 -0.2 -0.3 -0.6 0.21
H 2.3900 1.5842 0.0998 -0.7 -0.1 0.1 0.22
H 2.8176 -1.4513 -0.0596 -0.5 0.6 0.1 0.21
H -2.8352 1.0571 0.1307 1.2 -0.7 1.2 0.26
H -1.7021 0.8157 1.6734 -0.3 -0.1 -0.9 0.25
H -1.3354 1.9509 0.2633 -0.6 -1.3 0.9 0.23
H -2.1837 -1.7436 -0.4056 0.1 0.0 0.6 0.25
H -0.5957 -1.9864 0.1931 1.4 -1.2 0.2 0.24
H -1.8131 -1.3128 1.2638 -0.5 0.0 1.7 0.24
H 3.4612 -0.0308 -1.0516 -0.8 -0.4 0.4 0.21
H 0.0119 -0.5786 -1.7938 0.3 0.1 -0.3 0.23
H 0.0027 1.2628 -1.2774 -0.2 0.3 -0.6 0.24

Record 3
18
Properties=species:S:1:pos:R:3:forces:R:3:nbo_charge:R:1 method="wB97M-V/def2-TZVPD" charge=+1 orbital_gap_ev=10.637 multiplicity=1
C 0.0411 1.6952 0.6131 -1.1 0.4 1.8 -0.65
C 0.4837 1.2250 1.7935 -1.1 2.3 -3.3 0.18
C 0.7825 1.0012 3.0058 0.4 -0.3 1.9 -0.45
C -0.5882 -1.7886 -0.4008 1.3 -1.9 1.6 -0.43
C -0.3038 -0.1906 -2.1364 0.0 0.8 -1.1 -0.44
N 0.2201 -0.6604 -0.8617 2.2 0.9 1.4 -0.56
H 0.5428 2.0243 -0.2616 1.7 0.2 -0.2 0.25
H -0.9739 2.1184 0.4874 0.0 -1.1 0.6 0.27
H 0.7945 1.8163 3.7512 0.4 -0.3 -0.6 0.28
H 0.2081 0.2299 -0.1361 -0.2 -2.1 -1.0 0.46
H 1.0167 0.0176 3.3663 -0.2 -0.4 0.2 0.25
H -1.5585 -1.5504 -0.7421 -1.3 -0.2 0.4 0.22
H -0.2593 -2.7538 -0.8663 -0.2 1.0 0.1 0.24
H -0.4524 -1.9667 0.7159 -0.5 0.6 -1.4 0.24
H 0.2166 0.6963 -2.5298 -0.2 0.0 0.7 0.24
H 0.0062 -0.9410 -2.8465 -0.9 -0.4 -0.5 0.23
H -1.4072 0.0139 -2.0215 1.3 -0.4 -0.4 0.24
H 1.2308 -0.9865 -0.9304 -1.5 0.8 -0.1 0.43

Record 4
18
Properties=species:S:1:pos:R:3:forces:R:3:nbo_charge:R:1 method="wB97M-V/def2-TZVPD" charge=+1 orbital_gap_ev=9.587 multiplicity=1 smiles="C=CCCC[NH3+]"
C -2.3110 0.5795 0.9776 -1.3 -0.2 0.6 -0.37
C -1.8808 0.0118 -0.1343 0.8 0.2 0.1 -0.21
C -0.8181 0.6188 -0.9935 0.5 0.9 -0.9 -0.44
C 0.5284 -0.1297 -1.1111 -1.4 -0.7 0.5 -0.43
C 1.5132 0.1537 0.0046 2.2 1.2 -1.4 -0.26
N 1.7463 -0.9740 0.9769 -0.4 0.3 0.4 -0.67
H -2.0603 1.5458 1.3905 0.6 0.1 -0.4 0.20
H -3.1423 0.1375 1.5212 0.2 -0.2 0.0 0.21
H -2.3107 -0.9324 -0.4512 0.0 0.0 0.0 0.21
H -0.6033 1.6470 -0.6952 -0.1 0.0 0.4 0.21
H -1.1706 0.7680 -2.0165 -0.3 -0.3 0.0 0.24
H 0.2320 -1.1760 -1.0660 0.3 -0.5 -0.1 0.21
H 0.9645 -0.0241 -2.1026 0.2 0.3 0.2 0.25
H 2.4877 0.3496 -0.4630 0.1 -0.7 0.0 0.24
H 1.4796 1.1355 0.4796 -1.2 -0.4 0.7 0.25
H 1.8552 -0.6329 1.9334 0.2 0.1 0.0 0.45
H 2.5828 -1.5225 0.7374 -0.5 0.0 0.0 0.45
H 0.9075 -1.5555 1.0120 0.1 -0.3 -0.2 0.45

Record 5
18
Properties=species:S:1:pos:R:3:forces:R:3:nbo_charge:R:1 method="wB97M-V/def2-TZVPD" charge=+1 orbital_gap_ev="8.391 / 8.389" multiplicity=1
C -2.2216 -1.3487 0.7502 -0.2 -0.3 0.7 -0.49
C -1.8421 -0.2708 0.1287 2.6 0.3 1.0 0.27
C -2.1675 0.9590 -0.6281 -1.9 0.1 -0.5 -0.73
C 2.9016 -0.0949 -0.3396 -4.3 -2.9 2.8 -0.37
C 0.5534 0.0107 0.7406 -2.6 -4.2 -0.5 -0.39
N 1.3967 0.3354 -0.3885 0.5 1.5 -1.7 -0.54
H -1.8721 -1.7629 1.7193 0.7 0.4 -1.1 0.27
H -3.0770 -1.9305 0.4369 -0.6 0.4 -0.3 0.26
H -2.7845 1.6506 0.0775 0.9 -1.2 -1.4 0.27
H -2.7602 0.7341 -1.6216 1.0 0.4 2.0 0.28
H -1.2592 1.4886 -0.8815 0.0 0.1 -0.2 0.23
H 2.7428 -1.1630 -0.3606 0.7 -0.5 0.1 0.22
H 3.4063 0.1675 -1.1451 2.1 1.7 -3.8 0.22
H 3.3530 0.1779 0.5882 0.0 0.5 0.6 0.24
H 0.5324 0.6699 1.5193 0.4 2.0 1.7 0.20
H 0.7478 -1.0409 1.1196 -0.2 1.3 -0.7 0.20
H 1.4909 1.3484 -0.4283 -0.5 0.2 -0.2 0.43
H 0.8593 0.0698 -1.2874 1.6 0.2 1.5 0.44

Record 6
18
Properties=species:S:1:pos:R:3:forces:R:3:nbo_charge:R:1 method="wB97M-V/def2-TZVPD" charge=+1 orbital_gap_ev="8.885 / 8.334" multiplicity=1
C -1.5898 -0.1271 -0.9024 -1.2 -0.5 -1.0 -0.25
C -1.0130 0.0028 0.2532 3.4 -0.6 -2.0 -0.11
C -3.1476 -0.0927 -0.9366 2.3 0.9 -2.3 -0.61
C 2.1080 0.5842 -0.6250 0.5 0.2 0.9 -0.69
C 1.4833 -0.3621 0.3549 -3.7 -1.4 -2.2 -0.08
N 1.6867 -0.1798 1.7837 4.1 -1.2 0.1 -0.73
H -1.1918 -0.3973 -1.9443 0.0 0.6 1.9 0.25
H -1.2963 0.1641 1.2353 -0.6 0.3 1.7 0.18
H -3.4042 -1.0868 -1.2077 -0.6 -0.7 -0.9 0.23
H -3.4277 0.7052 -1.6611 -0.2 -0.9 0.3 0.24
H -3.6060 0.0755 -0.0368 -0.8 0.7 2.4 0.22
H 1.3799 1.3086 -0.8930 -0.7 0.8 -0.4 0.25
H 2.9360 1.1718 -0.2032 0.1 -0.3 0.1 0.22
H 2.4647 0.1401 -1.5429 0.1 -0.5 0.0 0.26
H 1.2374 -1.4079 0.0233 0.7 1.2 0.8 0.24
H 2.3138 -1.0433 2.1906 -1.5 2.7 -0.9 0.45
H 0.8226 -0.1994 2.2841 -0.6 0.4 0.6 0.45
H 2.2440 0.7440 1.8280 -1.2 -1.7 0.8 0.46

Record 7
19
Properties=species:S:1:pos:R:3:forces:R:3:mulliken_spin:R:1 method="wB97M-V/def2-TZVPD" s_squared=0.75 charge=-1 orbital_gap_ev="2.120 / 8.038" multiplicity=2
C -1.4901 0.8226 -0.2681 0.9 -1.3 0.6 1.11
C -0.6358 0.1939 0.8900 -0.2 1.4 -1.3 0.71
C 0.3786 -0.7266 0.2994 0.2 -1.0 -0.3 0.49
C 0.2233 -2.1006 0.3088 0.3 2.2 0.0 0.30
C 2.2086 0.9369 0.2906 -0.2 -1.0 -1.7 0.85
N 1.4200 -0.0917 -0.4305 -0.3 0.5 1.4 0.28
N -2.1890 -0.2714 -1.0062 -0.7 1.2 0.3 -0.06
H -0.7376 1.2878 -0.9040 -0.3 0.4 -0.2 0.13
H -2.1986 1.5565 0.1542 0.1 -0.1 -0.2 -0.76
H -1.3182 -0.2109 1.6304 0.2 -0.5 0.0 -0.06
H -0.1183 1.0700 1.3339 -0.2 -0.2 0.2 -0.48
H -0.8194 -2.3703 0.3899 0.2 -0.9 0.4 -0.03
H 1.1124 -2.6953 0.1660 -0.4 -0.6 -0.4 -0.07
H 1.7531 1.8949 0.0406 0.0 0.3 0.9 0.05
H 2.2653 0.6434 1.3361 0.0 0.6 0.3 0.05
H 3.2141 0.9809 -0.1455 0.0 -0.2 0.1 -0.95
H 1.9272 -0.6947 -1.0508 0.3 -0.3 0.0 -0.48
H -1.8483 -0.3051 -1.9592 0.1 -0.1 0.0 0.05
H -3.1472 0.0796 -1.0756 0.1 -0.4 -0.2 -0.13

Record 8
19
Properties=species:S:1:pos:R:3:forces:R:3:nbo_charge:R:1 method="wB97M-V/def2-TZVPD" charge=0 orbital_gap_ev=9.704 multiplicity=1 smiles="C=CCCNCN"
C -1.3865 0.7568 2.3146 -1.2 -0.8 0.5 -0.41
C -1.5477 1.0420 1.0191 1.7 0.9 -0.3 -0.17
C -0.4524 1.7526 0.2155 -2.7 1.4 -0.3 -0.45
C 0.1002 0.8054 -0.8391 0.9 -0.5 -0.2 -0.21
N 0.4411 -0.4951 -0.2837 0.4 0.4 0.4 -0.65
C 1.0764 -1.4035 -1.2605 -0.9 1.8 0.4 -0.04
N 1.8128 -2.4844 -0.7450 0.0 -1.1 -0.4 -0.85
H -1.7441 -0.1697 2.7683 -1.2 0.5 -0.1 0.19
H -1.0457 1.4393 3.0859 1.6 -0.1 -0.6 0.20
H -2.3782 0.8319 0.3461 0.1 -1.5 0.3 0.20
H -1.0360 2.5012 -0.3429 0.5 0.3 -0.2 0.20
H 0.2261 2.3268 0.8280 0.6 -0.4 0.2 0.22
H -0.5567 0.7244 -1.7196 -0.5 0.1 0.3 0.16
H 1.0041 1.2277 -1.2952 0.1 0.1 0.3 0.19
H -0.3492 -0.8316 0.2497 0.1 -0.5 -0.2 0.36
H 0.3094 -1.7487 -1.9641 0.2 -0.4 -0.1 0.16
H 1.6938 -0.6713 -1.7891 0.4 -0.5 -0.3 0.17
H 2.5871 -2.3365 -0.1230 -0.1 0.5 0.1 0.38
H 1.2454 -3.2672 -0.4650 0.1 0.0 0.1 0.36

Record 9
19
Properties=species:S:1:pos:R:3:forces:R:3:nbo_charge:R:1 method="wB97M-V/def2-TZVPD" charge=0 orbital_gap_ev=9.710 multiplicity=1 smiles="C=CC[C@H](N)CN"
C -0.2978 -2.5512 0.2508 -1.4 0.2 -0.3 -0.44
C -1.2846 -1.6639 0.3421 0.5 1.6 0.1 -0.15
C -1.1229 -0.1446 0.6270 -0.2 -2.3 -0.1 -0.45
C 0.3132 0.3532 0.5222 -0.6 0.7 0.6 -0.06
N 0.3803 1.6745 1.1510 1.2 -0.5 -0.1 -0.85
C 0.8591 0.3121 -0.9627 -0.1 -1.5 1.4 -0.25
N 0.9218 1.5737 -1.6227 -0.8 0.1 -0.2 -0.87
H 0.7189 -2.2788 0.4789 0.2 -0.3 -0.2 0.20
H -0.6056 -3.5201 -0.1242 0.6 -0.3 0.4 0.21
H -2.3329 -1.8992 0.1956 0.1 -0.5 -0.2 0.19
H -1.8404 0.3275 -0.0499 0.3 0.5 0.0 0.21
H -1.5281 -0.0605 1.6374 0.1 0.6 0.2 0.22
H 0.9212 -0.2984 1.1595 0.0 -0.2 -0.3 0.17
H -0.4951 2.0592 1.4123 -0.8 0.2 0.0 0.36
H 0.8494 2.3094 0.5320 0.0 0.4 -0.2 0.37
H 0.2587 -0.4992 -1.4010 -0.3 0.8 -0.7 0.21
H 1.8008 -0.2380 -0.9344 0.5 0.6 0.0 0.19
H 0.2110 1.7447 -2.3203 0.4 0.0 0.1 0.38
H 1.8130 1.9876 -1.8160 0.1 -0.2 -0.2 0.38

Record 10
19
Properties=species:S:1:pos:R:3:forces:R:3:nbo_charge:R:1 method="wB97M-V/def2-TZVPD" charge=0 orbital_gap_ev=9.854 multiplicity=1 smiles="C=CC[C@@H](N)CN"
C 0.2297 -2.4486 0.4779 0.7 -0.8 -0.2 -0.39
C 0.3391 -1.5180 1.4254 -1.7 0.6 -0.4 -0.17
C 0.6484 -0.0529 1.2042 1.9 0.0 0.4 -0.45
C -0.2755 0.6520 0.1964 0.2 -0.6 0.1 -0.06
N -0.6164 1.9639 0.7449 -0.1 0.5 -0.6 -0.82
C 0.3311 0.6321 -1.2300 0.3 0.3 0.5 -0.23
N -0.6145 0.3786 -2.2906 -0.5 -0.4 0.0 -0.86
H 0.9607 -2.6252 -0.3092 -0.3 0.9 -0.5 0.19
H -0.5548 -3.1991 0.4507 0.4 -0.4 0.8 0.20
H -0.2544 -1.6539 2.3292 -0.3 -0.1 -0.2 0.19
H 1.6988 0.1327 0.9309 -0.1 -0.1 -0.3 0.20
H 0.5740 0.4570 2.1553 -0.3 0.1 0.3 0.22
H -1.1647 0.0320 0.1136 -0.4 0.2 0.1 0.20
H 0.2067 2.4651 1.0700 0.2 -0.3 0.1 0.35
H -0.9350 2.5536 -0.0218 -0.3 0.0 0.1 0.35
H 0.8572 1.5873 -1.3745 0.2 -0.1 0.1 0.17
H 1.0735 -0.1648 -1.2026 0.0 0.0 -0.4 0.20
H -0.2857 -0.2347 -3.0170 0.1 0.1 0.0 0.37
H -1.0843 1.1752 -2.6865 0.2 0.1 0.0 0.36

Record 11
19
Properties=species:S:1:pos:R:3:forces:R:3:nbo_charge:R:1 method="wB97M-V/def2-TZVPD" charge=0 orbital_gap_ev=10.406 multiplicity=1 smiles=CCCC#N.CN
C 0.5068 -1.0857 -2.3561 -0.1 0.2 0.0 -0.61
C 0.4208 0.1843 -1.5182 0.1 -0.2 -0.1 -0.37
C 1.3513 0.1295 -0.2993 0.1 0.7 -0.5 -0.53
C 1.0817 -1.0279 0.5119 0.1 -0.2 0.2 0.32
N 0.8660 -1.9584 1.1409 -0.2 -0.5 0.3 -0.37
H 0.2180 -1.9527 -1.7655 0.0 -0.1 0.0 0.22
H 1.5221 -1.2411 -2.7171 0.1 -0.1 -0.1 0.20
H -0.1550 -1.0182 -3.2168 0.0 -0.1 -0.1 0.21
H -0.6062 0.3267 -1.1777 0.0 0.1 0.0 0.21
H 0.6954 1.0498 -2.1254 0.0 0.0 0.1 0.21
H 2.3958 0.0838 -0.6224 -0.1 0.0 0.0 0.24
H 1.2074 1.0097 0.3312 0.1 -0.1 0.0 0.27
C -1.7793 0.8749 1.5949 -0.2 0.0 0.1 -0.41
N -0.5149 0.7229 2.2951 0.2 0.0 0.4 -0.85
H -2.6655 0.7968 2.2383 0.0 0.0 -0.1 0.17
H -1.8475 0.1019 0.8312 -0.1 0.0 -0.1 0.19
H -1.7958 1.8517 1.1097 -0.1 0.0 -0.1 0.19
H -0.4713 1.3717 3.0747 0.0 -0.1 -0.1 0.35
H -0.4298 -0.2197 2.6710 0.1 0.3 -0.1 0.37

Record 12
19
Properties=species:S:1:pos:R:3:forces:R:3:nbo_charge:R:1 method="wB97M-V/def2-TZVPD" charge=0 orbital_gap_ev=10.018 multiplicity=1
H 1.6654 2.9131 -1.1502 -0.5 -0.1 -0.2 0.32
N 1.9390 1.9802 -1.4601 1.0 0.1 0.3 -0.70
C 1.8530 1.1450 -0.5092 -0.6 0.1 0.1 0.30
N 1.2027 1.2965 0.7038 -0.2 -0.1 0.2 -0.62
C 0.5198 0.1158 1.2519 0.8 -0.2 -0.4 -0.21
C -0.9634 0.0732 0.8718 1.0 0.2 -0.4 -0.41
C -1.2108 -0.4519 -0.5392 -1.3 -0.4 0.0 -0.41
C -1.0023 -1.9575 -0.6715 0.3 0.0 -0.5 -0.61
H 2.3116 0.1605 -0.5854 -0.1 -0.1 -0.3 0.15
H 0.6043 2.1134 0.7455 0.3 0.1 -0.1 0.37
H 0.7050 0.0160 2.3217 -0.2 0.3 0.1 0.20
H 1.0612 -0.7223 0.8048 -0.2 -0.2 0.1 0.19
H -1.4686 -0.5705 1.5937 -0.3 0.3 0.0 0.21
H -1.3083 1.1126 0.8958 -0.4 -0.2 0.5 0.20
H -2.2729 -0.2912 -0.7547 -0.1 0.0 0.2 0.20
H -0.7600 0.1287 -1.3403 0.7 0.0 0.2 0.22
H 0.0460 -2.2433 -0.5743 0.0 -0.1 0.2 0.20
H -1.6029 -2.5078 0.0526 0.1 0.1 0.2 0.20
H -1.3189 -2.3104 -1.6569 0.0 0.1 0.0 0.21

What are the energy above the lowest of the compared OMol25 structures with the same formula, charge and spin values for these records? In order: 257.7 282.0 331.8 153.8 552.0 539.7 166.4 258.5 165.7 202.9 64.0 75.3 kJ/mol.